{"formula": "C16H21F6N6NiO6S2", "method": "ωB97M-V/def2-TZVPD", "relative_energy_kj_mol": 0.0, "max_force_ev_per_a": 1.5, "charge": -1, "multiplicity": 3, "homo_lumo_gap_ev": [4.9622, 5.7814], "energy_ev": -117175.868, "symbols": ["Ni", "N", "C", "C", "C", "C", "N", "C", "N", "N", "C", "O", "O", "H", "H", "H", "H", "H", "H", "H", "H", "H", "H", "H", "H", "H", "H", "N", "C", "C", "C", "C", "C", "C", "C", "H", "H", "H", "H", "H", "C", "H", "H", "F", "C", "F", "F", "S", "O", "O", "N", "S", "O", "O", "C", "F", "F", "F"], "xyz": [[-0.83, -0.89, -0.06], [1.36, -0.70, -0.94], [2.42, -0.58, 0.06], [3.83, -1.00, -0.48], [4.99, 0.03, -0.38], [5.62, 0.05, 1.01], [4.63, 0.23, 2.02], [4.15, 1.40, 2.35], [4.75, 2.56, 2.01], [3.08, 1.45, 3.18], [1.98, -1.43, 1.31], [2.81, -1.48, 2.29], [0.89, -1.98, 1.29], [1.27, -1.67, -1.23], [1.52, -0.11, -1.74], [2.44, 0.45, 0.40], [3.69, -1.26, -1.54], [4.16, -1.91, 0.03], [4.63, 1.03, -0.65], [5.78, -0.24, -1.09], [6.42, 0.79, 1.08], [6.07, -0.93, 1.19], [3.88, -0.60, 2.08], [5.44, 2.53, 1.28], [4.24, 3.42, 2.07], [2.57, 0.57, 3.24], [2.50, 2.28, 3.14], [0.29, 1.81, 0.95], [0.59, 2.84, 0.42], [1.15, 4.08, 0.19], [1.97, 4.37, -0.95], [2.47, 5.63, -1.15], [2.22, 6.68, -0.25], [1.42, 6.42, 0.87], [0.90, 5.17, 1.11], [2.18, 3.57, -1.66], [3.08, 5.83, -2.03], [2.62, 7.67, -0.43], [1.21, 7.22, 1.57], [0.24, 4.99, 1.94], [-0.73, 0.88, 1.09], [-1.72, 1.33, 0.99], [-0.62, 0.33, 2.03], [-2.75, 1.68, -1.81], [-2.61, 0.43, -2.24], [-3.19, 0.33, -3.44], [-1.31, 0.20, -2.44], [-3.52, -0.74, -1.08], [-3.06, -0.52, 0.27], [-4.85, -0.32, -1.41], [-3.25, -2.19, -1.62], [-2.07, -3.11, -1.08], [-0.75, -2.59, -1.40], [-2.34, -4.46, -1.46], [-2.33, -3.37, 0.79], [-1.78, -4.55, 1.07], [-3.66, -3.49, 0.95], [-1.90, -2.51, 1.70]]}

{"formula": "C16H21FN2O3", "method": "ωB97M-V/def2-TZVPD", "relative_energy_kj_mol": 0.0, "max_force_ev_per_a": 0.7, "charge": 0, "smiles": "CCCOC(=O)C[C@@H]1C(=O)NCCN1Cc1ccc(F)cc1", "multiplicity": 1, "homo_lumo_gap_ev": 9.5232, "energy_ev": -28773.944, "symbols": ["C", "C", "C", "O", "C", "O", "C", "C", "C", "O", "N", "C", "C", "N", "C", "C", "C", "C", "C", "F", "C", "C", "H", "H", "H", "H", "H", "H", "H", "H", "H", "H", "H", "H", "H", "H", "H", "H", "H", "H", "H", "H", "H"], "xyz": [[-0.11, -3.56, -1.95], [0.97, -2.55, -2.32], [0.53, -1.11, -2.04], [0.20, -0.94, -0.66], [1.20, -0.65, 0.17], [2.34, -0.45, -0.18], [0.75, -0.65, 1.61], [-0.75, -0.44, 1.79], [-1.45, -1.71, 1.28], [-1.00, -2.81, 1.54], [-2.60, -1.56, 0.61], [-3.14, -0.30, 0.17], [-2.68, 0.79, 1.12], [-1.23, 0.76, 1.14], [-0.59, 1.98, 1.62], [0.62, 2.30, 0.77], [0.51, 2.25, -0.61], [1.59, 2.53, -1.42], [2.79, 2.87, -0.83], [3.85, 3.15, -1.61], [2.93, 2.93, 0.54], [1.84, 2.64, 1.34], [0.23, -4.57, -2.16], [-1.01, -3.38, -2.53], [-0.35, -3.48, -0.89], [1.22, -2.63, -3.38], [1.88, -2.75, -1.75], [1.32, -0.41, -2.31], [-0.39, -0.88, -2.58], [1.35, 0.08, 2.16], [0.99, -1.65, 2.01], [-0.96, -0.41, 2.88], [-3.00, -2.41, 0.24], [-4.24, -0.36, 0.16], [-2.79, -0.07, -0.84], [-3.02, 1.76, 0.75], [-3.12, 0.62, 2.12], [-0.30, 1.90, 2.68], [-1.30, 2.80, 1.52], [-0.44, 1.98, -1.05], [1.51, 2.50, -2.50], [3.89, 3.19, 0.97], [1.94, 2.69, 2.41]]}

{"formula": "C16H21GaO3", "method": "ωB97M-V/def2-TZVPD", "max_force_ev_per_a": 3.1, "charge": -2, "multiplicity": 1, "homo_lumo_gap_ev": [2.8514, 2.8519], "energy_ev": -75445.204, "symbols": ["Ga", "C", "C", "C", "H", "C", "C", "H", "H", "H", "H", "C", "C", "C", "H", "C", "C", "H", "H", "H", "H", "O", "C", "C", "C", "C", "C", "H", "H", "H", "H", "H", "H", "H", "H", "H", "H", "O", "C", "O", "H"], "xyz": [[-0.54, -1.18, 1.44], [1.93, 0.68, 2.56], [2.49, -0.19, 1.58], [2.68, 0.55, 0.38], [2.80, -1.21, 1.76], [2.25, 1.89, 0.62], [1.84, 1.98, 1.98], [1.53, 2.88, 2.51], [1.62, 0.40, 3.56], [3.13, 0.18, -0.53], [2.30, 2.71, -0.08], [-1.92, 0.11, 2.02], [-1.39, 1.41, 2.43], [-1.25, 2.21, 1.30], [-1.22, 1.69, 3.46], [-1.62, 1.48, 0.14], [-2.06, 0.18, 0.54], [-2.71, -0.48, -0.04], [-2.53, -0.52, 2.67], [-0.97, 3.27, 1.30], [-1.68, 1.89, -0.87], [0.73, -1.86, 0.33], [-0.39, -0.02, -3.00], [0.25, -1.22, -2.44], [0.41, 1.19, -3.28], [-1.79, -0.08, -3.47], [0.47, -2.24, -0.99], [1.33, -1.16, -2.67], [-0.19, -2.06, -3.01], [-0.40, -2.92, -0.99], [1.36, -2.83, -1.25], [0.16, 1.58, -4.27], [1.49, 1.00, -3.25], [0.23, 2.00, -2.55], [-1.83, -0.23, -4.56], [-2.29, 0.87, -3.24], [-2.36, -0.91, -3.01], [0.27, -1.74, 3.35], [-0.47, -2.78, 3.27], [-1.20, -2.97, 2.23], [-0.48, -3.53, 4.07]]}

{"formula": "C16H21N3O3S", "method": "ωB97M-V/def2-TZVPD", "relative_energy_kj_mol": 1014.5, "max_force_ev_per_a": 5.8, "charge": 0, "multiplicity": 1, "homo_lumo_gap_ev": 8.6721, "energy_ev": -38372.549, "symbols": ["C", "C", "C", "C", "C", "C", "C", "C", "C", "C", "C", "C", "C", "C", "C", "C", "H", "H", "H", "H", "H", "H", "H", "H", "H", "H", "H", "H", "H", "H", "H", "H", "H", "H", "H", "H", "H", "N", "N", "N", "O", "O", "O", "S"], "xyz": [[2.10, 0.29, 1.40], [0.70, -0.07, 1.78], [2.65, -0.71, 0.20], [4.07, -0.37, -0.08], [6.38, -0.29, -1.82], [-0.41, 1.32, 0.10], [-0.87, 2.90, 0.17], [-0.94, 0.85, -1.33], [-2.46, 0.54, -1.20], [-3.52, 1.24, -1.74], [-3.05, -0.56, -0.49], [-4.41, -0.50, -0.51], [-2.37, -1.77, 0.00], [-5.34, -1.52, -0.19], [-3.22, -2.77, 0.37], [-4.70, -2.66, 0.40], [3.25, -0.63, 3.08], [2.78, 1.05, 3.32], [2.12, 1.31, 0.93], [2.09, -0.69, -0.74], [2.76, -1.88, 0.53], [4.62, -0.79, 0.90], [4.44, 0.74, 0.02], [7.20, -0.57, -1.12], [6.72, -0.01, -3.30], [5.91, 0.93, -1.49], [-1.33, -0.04, 1.70], [0.57, 1.44, -0.37], [-0.16, 0.04, -1.70], [-0.62, 1.75, -2.04], [-3.58, 2.07, -2.45], [-5.73, 0.46, -1.96], [-1.34, -1.65, 0.27], [-6.38, -1.06, -0.37], [-2.83, -3.57, 0.95], [-5.38, -3.47, 0.77], [-1.00, 2.44, 1.93], [3.03, 0.41, 2.57], [-0.51, 0.50, 1.24], [-4.73, 0.73, -1.13], [0.47, -1.05, 2.38], [-1.03, 3.58, -0.77], [-0.68, 3.32, 1.41], [4.75, -1.28, -1.60]]}

{"formula": "C16H21N3O3S2", "method": "ωB97M-V/def2-TZVPD", "relative_energy_kj_mol": 142.9, "max_force_ev_per_a": 1.2, "charge": 0, "smiles": "Cc1ccc(S(=O)(=O)N[C@H](CC(C)C)C(=O)Nc2nccs2)cc1", "multiplicity": 1, "homo_lumo_gap_ev": 9.3789, "energy_ev": -49216.527, "symbols": ["C", "C", "C", "C", "C", "S", "O", "O", "N", "C", "C", "C", "C", "C", "C", "O", "N", "C", "N", "C", "C", "S", "C", "C", "H", "H", "H", "H", "H", "H", "H", "H", "H", "H", "H", "H", "H", "H", "H", "H", "H", "H", "H", "H", "H"], "xyz": [[0.52, 5.46, 0.87], [0.97, 4.07, 0.52], [1.77, 3.35, 1.40], [2.20, 2.08, 1.08], [1.83, 1.53, -0.14], [2.36, -0.13, -0.51], [3.74, -0.30, -0.15], [1.95, -0.45, -1.86], [1.43, -0.99, 0.59], [0.11, -1.22, 0.04], [-0.92, -1.64, 1.10], [-0.98, -3.13, 1.47], [0.32, -3.64, 2.08], [-2.14, -3.34, 2.44], [0.23, -2.21, -1.10], [0.93, -3.19, -1.05], [-0.52, -1.98, -2.24], [-1.20, -0.86, -2.62], [-1.66, 0.07, -1.85], [-2.30, 1.03, -2.56], [-2.34, 0.85, -3.90], [-1.54, -0.62, -4.33], [1.04, 2.22, -1.03], [0.61, 3.50, -0.69], [-0.33, 5.76, 0.27], [0.25, 5.52, 1.93], [1.33, 6.16, 0.70], [2.05, 3.79, 2.35], [2.82, 1.50, 1.74], [1.90, -1.85, 0.85], [-0.21, -0.25, -0.36], [-0.72, -1.06, 2.00], [-1.90, -1.34, 0.72], [-1.19, -3.71, 0.56], [0.66, -2.97, 2.86], [1.09, -3.73, 1.32], [0.16, -4.62, 2.51], [-3.08, -2.99, 2.01], [-2.25, -4.39, 2.68], [-1.96, -2.79, 3.37], [-0.29, -2.62, -2.99], [-2.72, 1.86, -2.03], [-2.79, 1.46, -4.65], [0.79, 1.77, -1.97], [-0.01, 4.05, -1.39]]}

{"formula": "C16H21N3O7S3Tb", "method": "ωB97M-V/def2-TZVPD", "relative_energy_kj_mol": 245.8, "max_force_ev_per_a": 0.7, "charge": 1, "multiplicity": 7, "homo_lumo_gap_ev": [5.8973, 5.9963], "energy_ev": -90672.913, "symbols": ["Tb", "C", "N", "C", "C", "O", "C", "O", "C", "C", "O", "N", "C", "C", "H", "H", "H", "H", "H", "H", "H", "H", "H", "H", "H", "H", "H", "H", "H", "H", "O", "C", "O", "C", "C", "C", "C", "C", "N", "C", "O", "O", "H", "H", "H", "H", "H", "S", "C", "S", "S"], "xyz": [[-0.27, -0.18, 0.03], [-2.87, 0.45, 4.48], [-2.84, -0.33, 3.23], [-4.10, -0.44, 2.52], [-1.71, -0.64, 2.64], [-1.65, -1.20, 1.51], [-0.40, -0.36, 3.35], [0.65, -0.40, 2.40], [1.68, -1.35, 2.54], [1.61, -2.37, 1.40], [0.77, -2.19, 0.50], [2.41, -3.42, 1.42], [2.38, -4.40, 0.34], [3.47, -3.61, 2.41], [-3.80, 0.21, 5.00], [-2.84, 1.51, 4.25], [-2.05, 0.19, 5.13], [-4.83, -0.95, 3.14], [-3.96, -0.99, 1.60], [-4.47, 0.57, 2.29], [-0.25, -1.11, 4.14], [-0.40, 0.64, 3.79], [1.62, -1.85, 3.51], [2.63, -0.82, 2.48], [1.46, -4.29, -0.23], [2.42, -5.40, 0.78], [3.24, -4.27, -0.31], [3.44, -2.85, 3.19], [4.44, -3.55, 1.92], [3.37, -4.59, 2.88], [-3.96, 1.51, -2.15], [-2.78, 1.04, -1.79], [-2.62, 0.01, -1.16], [-1.62, 1.88, -2.23], [-1.70, 3.11, -2.83], [-0.49, 3.78, -3.06], [0.71, 3.20, -2.68], [0.66, 1.94, -2.09], [-0.48, 1.31, -1.90], [1.83, 1.09, -1.65], [3.07, 1.51, -1.77], [1.63, -0.09, -1.34], [-4.64, 0.92, -1.81], [-2.65, 3.55, -3.09], [-0.50, 4.76, -3.52], [1.64, 3.73, -2.84], [3.10, 2.47, -1.87], [0.06, 3.85, 2.80], [-0.04, 2.73, 1.61], [1.38, 2.08, 0.81], [-1.55, 1.98, 1.11]]}

{"formula": "C16H21N5O", "method": "ωB97M-V/def2-TZVPD", "relative_energy_kj_mol": 7.9, "max_force_ev_per_a": 1.1, "charge": 0, "smiles": "Cc1ccc(-c2nnn(CCC(=O)NC3CCCC3)n2)cc1", "multiplicity": 1, "homo_lumo_gap_ev": 9.5301, "energy_ev": -26431.018, "symbols": ["C", "C", "C", "C", "C", "C", "N", "N", "N", "C", "C", "C", "O", "N", "C", "C", "C", "C", "C", "N", "C", "C", "H", "H", "H", "H", "H", "H", "H", "H", "H", "H", "H", "H", "H", "H", "H", "H", "H", "H", "H", "H", "H"], "xyz": [[-6.71, -0.82, -0.45], [-5.32, -0.33, -0.18], [-4.43, -1.10, 0.56], [-3.15, -0.67, 0.80], [-2.72, 0.56, 0.29], [-1.38, 1.02, 0.54], [-0.46, 0.34, 1.27], [0.61, 1.05, 1.29], [0.36, 2.14, 0.59], [1.33, 3.17, 0.33], [2.28, 2.76, -0.80], [3.30, 1.74, -0.27], [4.34, 2.10, 0.25], [2.96, 0.46, -0.44], [3.73, -0.65, 0.10], [2.93, -1.40, 1.17], [2.33, -2.59, 0.44], [3.45, -3.01, -0.51], [4.04, -1.69, -1.00], [-0.86, 2.17, 0.10], [-3.60, 1.34, -0.46], [-4.89, 0.89, -0.69], [-7.08, -1.42, 0.38], [-7.39, 0.02, -0.61], [-6.72, -1.44, -1.35], [-4.76, -2.05, 0.96], [-2.46, -1.26, 1.38], [1.90, 3.35, 1.25], [0.77, 4.06, 0.06], [2.83, 3.64, -1.12], [1.72, 2.36, -1.64], [2.05, 0.22, -0.81], [4.63, -0.19, 0.51], [2.18, -0.77, 1.64], [3.61, -1.76, 1.95], [2.03, -3.39, 1.11], [1.45, -2.28, -0.13], [3.10, -3.64, -1.33], [4.21, -3.57, 0.05], [5.11, -1.76, -1.19], [3.55, -1.38, -1.93], [-3.27, 2.29, -0.84], [-5.57, 1.50, -1.26]]}

{"formula": "C16H21N5O2S", "method": "ωB97M-V/def2-TZVPD", "relative_energy_kj_mol": 117.3, "max_force_ev_per_a": 1.7, "charge": 0, "smiles": "CCOc1ccc(-n2nnnc2SCC(=O)NC2CCCC2)cc1", "multiplicity": 1, "homo_lumo_gap_ev": 8.9509, "energy_ev": -39312.879, "symbols": ["C", "C", "O", "C", "C", "C", "C", "N", "N", "N", "N", "C", "S", "C", "C", "O", "N", "C", "C", "C", "C", "C", "C", "C", "H", "H", "H", "H", "H", "H", "H", "H", "H", "H", "H", "H", "H", "H", "H", "H", "H", "H", "H", "H", "H"], "xyz": [[2.27, 3.36, 3.25], [1.95, 2.96, 1.82], [0.56, 2.68, 1.75], [0.02, 2.30, 0.58], [-1.36, 2.05, 0.60], [-2.02, 1.64, -0.53], [-1.30, 1.47, -1.72], [-1.99, 1.02, -2.86], [-3.22, 1.40, -3.17], [-3.57, 0.77, -4.21], [-2.62, -0.04, -4.63], [-1.62, 0.11, -3.80], [-0.12, -0.78, -3.82], [-0.80, -2.33, -3.12], [-1.18, -2.01, -1.69], [-2.27, -1.55, -1.41], [-0.20, -2.19, -0.79], [-0.33, -1.86, 0.61], [0.86, -0.99, 1.09], [1.78, -1.96, 1.83], [0.79, -2.88, 2.54], [-0.30, -3.12, 1.49], [0.06, 1.74, -1.76], [0.71, 2.15, -0.62], [1.70, 4.23, 3.53], [2.02, 2.54, 3.93], [3.33, 3.58, 3.34], [2.20, 3.78, 1.13], [2.53, 2.07, 1.53], [-1.89, 2.17, 1.53], [-3.07, 1.42, -0.53], [-1.67, -2.61, -3.71], [-0.01, -3.08, -3.20], [0.69, -2.56, -1.09], [-1.27, -1.32, 0.70], [1.34, -0.49, 0.25], [0.49, -0.23, 1.77], [2.45, -1.45, 2.52], [2.38, -2.53, 1.12], [0.37, -2.37, 3.40], [1.25, -3.81, 2.88], [-0.04, -3.98, 0.87], [-1.27, -3.32, 1.94], [0.60, 1.63, -2.69], [1.77, 2.36, -0.68]]}

{"formula": "C16H21N5O5", "method": "ωB97M-V/def2-TZVPD", "max_force_ev_per_a": 1.1, "charge": 0, "smiles": "COc1cc(-c2nnn(CC(=O)N3CCOCC3)n2)cc(OC)c1OC", "multiplicity": 1, "homo_lumo_gap_ev": 8.5428, "energy_ev": -34618.271, "symbols": ["C", "O", "C", "C", "C", "C", "N", "N", "N", "C", "C", "O", "N", "C", "C", "O", "C", "C", "N", "C", "C", "O", "C", "C", "O", "C", "H", "H", "H", "H", "H", "H", "H", "H", "H", "H", "H", "H", "H", "H", "H", "H", "H", "H", "H", "H", "H"], "xyz": [[-5.00, -2.97, -0.78], [-5.21, -1.59, -0.59], [-4.15, -0.81, -0.21], [-2.87, -1.32, -0.06], [-1.82, -0.48, 0.29], [-0.50, -1.05, 0.45], [-0.21, -2.36, 0.32], [1.05, -2.49, 0.54], [1.52, -1.30, 0.80], [2.90, -1.04, 1.04], [3.59, -0.67, -0.29], [2.96, -0.62, -1.32], [4.92, -0.44, -0.22], [5.75, -0.35, 0.96], [6.28, 1.09, 1.08], [6.98, 1.47, -0.07], [6.16, 1.39, -1.22], [5.63, -0.03, -1.42], [0.60, -0.36, 0.76], [-2.04, 0.88, 0.46], [-3.31, 1.40, 0.32], [-3.46, 2.74, 0.57], [-4.09, 3.52, -0.42], [-4.40, 0.55, 0.02], [-5.63, 1.16, -0.05], [-6.80, 0.42, 0.21], [-4.65, -3.45, 0.13], [-5.98, -3.38, -1.06], [-4.29, -3.16, -1.59], [-2.65, -2.36, -0.21], [3.35, -1.94, 1.46], [2.96, -0.20, 1.74], [5.20, -0.63, 1.86], [6.60, -1.03, 0.83], [6.98, 1.17, 1.91], [5.43, 1.77, 1.25], [6.79, 1.69, -2.06], [5.32, 2.09, -1.13], [4.93, -0.07, -2.26], [6.46, -0.72, -1.59], [-1.23, 1.54, 0.72], [-5.14, 3.25, -0.56], [-4.02, 4.55, -0.07], [-3.57, 3.42, -1.38], [-6.68, -0.22, 1.09], [-7.57, 1.16, 0.40], [-7.09, -0.20, -0.64]]}

{"formula": "C16H21NO5S", "method": "ωB97M-V/def2-TZVPD", "relative_energy_kj_mol": 387.4, "max_force_ev_per_a": 1.1, "charge": 0, "smiles": "CCCN(Cc1ccco1)S(=O)(=O)c1ccc(OC)c(OC)c1", "multiplicity": 1, "homo_lumo_gap_ev": 8.9192, "energy_ev": -39493.575, "symbols": ["C", "C", "C", "N", "C", "C", "C", "C", "C", "O", "S", "O", "O", "C", "C", "C", "C", "O", "C", "C", "O", "C", "C", "H", "H", "H", "H", "H", "H", "H", "H", "H", "H", "H", "H", "H", "H", "H", "H", "H", "H", "H", "H", "H"], "xyz": [[-2.03, -3.78, 2.61], [-0.64, -3.16, 2.58], [-0.45, -2.29, 1.33], [-1.43, -1.23, 1.26], [-1.29, -0.07, 2.11], [-0.12, 0.80, 1.76], [1.22, 0.64, 1.94], [1.84, 1.76, 1.34], [0.83, 2.52, 0.84], [-0.36, 1.95, 1.09], [-2.29, -1.00, -0.15], [-2.28, -2.24, -0.86], [-3.55, -0.42, 0.22], [-1.36, 0.22, -1.08], [-1.94, 1.41, -1.44], [-1.16, 2.35, -2.10], [0.18, 2.12, -2.38], [0.80, 3.16, -2.99], [2.16, 3.11, -3.36], [0.76, 0.89, -2.00], [2.09, 0.67, -2.26], [2.68, -0.51, -1.80], [-0.04, -0.05, -1.36], [-2.16, -4.37, 3.52], [-2.79, -3.00, 2.59], [-2.18, -4.42, 1.75], [-0.48, -2.55, 3.47], [0.12, -3.94, 2.57], [-0.63, -2.90, 0.44], [0.57, -1.89, 1.30], [-2.21, 0.50, 1.99], [-1.21, -0.40, 3.15], [1.72, -0.16, 2.45], [2.89, 1.97, 1.29], [0.82, 3.46, 0.32], [-2.97, 1.60, -1.20], [-1.57, 3.30, -2.40], [2.81, 3.01, -2.49], [2.35, 4.07, -3.84], [2.37, 2.31, -4.06], [3.73, -0.44, -2.08], [2.60, -0.60, -0.71], [2.24, -1.40, -2.27], [0.35, -1.01, -1.07]]}